No. 1
The following is a quantum chemistry calculation of a structure of composition C38H41F5GeN4O3Zn at a distorted geometry, from OMol25.

Positions of all 93 atoms, in Å:
H (3.33, 2.04, -3.71)
Zn (-0.90, -1.85, 0.04)
C (1.78, -1.72, -0.52)
H (4.86, 3.64, -4.86)
H (-3.53, 2.55, -1.20)
H (-1.92, -4.84, 2.43)
C (3.73, 4.45, -1.26)
C (-3.01, -2.07, -4.18)
H (-0.35, -0.08, 2.71)
C (-1.54, -3.88, 2.14)
H (-1.83, 1.02, 1.91)
C (3.09, -1.01, -0.60)
H (-2.92, -5.25, 0.34)
C (-0.36, -3.41, 2.93)
C (1.83, 3.20, 3.14)
F (-5.03, 2.84, 3.44)
N (-1.29, -3.89, 0.69)
H (-0.46, -1.11, 4.20)
C (-0.69, -2.60, -4.55)
C (4.51, 3.85, -3.87)
H (5.46, 5.75, -3.94)
C (-4.38, 2.01, 2.61)
C (-1.67, 3.11, -2.10)
H (0.74, 3.19, 1.33)
C (2.66, 2.26, 1.05)
C (-2.02, -2.43, -5.04)
H (3.78, -1.71, -1.07)
C (-3.35, -0.02, 0.88)
H (1.91, -1.80, 3.66)
H (0.51, -4.82, 1.12)
C (1.67, 2.91, 1.78)
C (-4.23, -0.35, 2.05)
C (-3.41, 2.35, 1.81)
H (-2.39, -4.23, -1.02)
H (0.43, -4.18, 2.86)
C (-4.69, 0.58, 2.84)
C (-2.60, 1.27, 1.14)
H (3.10, 3.12, 4.75)
C (-0.25, -4.88, 0.33)
F (-5.57, 0.40, 3.87)
H (2.79, 0.05, -2.39)
O (1.62, -2.92, -0.70)
C (-0.29, 2.93, -2.08)
H (-2.14, 3.73, -2.85)
C (-2.44, 2.46, -1.17)
H (4.18, 0.53, -1.50)
H (-0.02, 1.04, 0.64)
F (-4.36, 0.28, -0.22)
C (1.52, -1.79, 2.65)
C (3.93, 2.01, 1.63)
C (3.70, 2.95, -3.18)
C (-0.46, 1.63, -0.14)
C (4.48, 5.36, -2.00)
F (-4.49, -1.62, 2.29)
H (-4.03, -1.86, -4.52)
H (-0.70, -5.94, 0.43)
H (2.19, -2.41, 1.99)
C (3.31, 3.23, -1.88)
H (-2.15, -2.55, -6.10)
C (-0.66, -1.05, 3.16)
H (-0.62, -3.44, 3.98)
H (0.42, -2.74, -2.68)
C (3.12, 0.30, -1.37)
F (-3.06, 3.61, 1.64)
C (0.34, 2.18, -1.11)
C (-2.61, -4.25, 0.01)
O (-2.63, -1.08, 0.56)
H (3.42, 4.73, -0.27)
Ge (2.21, 1.99, -0.89)
H (-1.70, -1.30, 2.89)
H (-3.32, -3.51, 0.22)
H (-2.36, -3.24, 2.31)
H (4.72, 1.53, 1.05)
H (1.03, 3.71, 3.64)
N (-3.80, -1.65, -1.98)
H (1.75, -0.76, 2.38)
H (0.32, 3.50, -2.83)
C (-1.86, 1.77, -0.09)
H (-3.55, -1.34, -1.05)
H (3.46, -0.82, 0.43)
C (-0.52, -2.53, -3.15)
H (-4.54, -1.12, -2.42)
C (4.08, 2.38, 2.97)
C (3.04, 2.87, 3.74)
C (4.87, 5.06, -3.30)
N (-1.52, -2.21, -2.28)
C (-2.72, -1.98, -2.84)
N (0.09, -2.10, 2.46)
H (0.14, -2.74, -5.21)
O (0.79, -0.93, -0.21)
H (0.16, -4.74, -0.63)
H (5.02, 2.13, 3.46)
H (4.88, 6.32, -1.67)

The value obtained for the frontier orbital gap is 9.0 eV. Its energy above the lowest of the compared OMol25 structures with the same formula, charge and spin is 3.9 kcal/mol. As for the HOMO energy: -8.51 eV. Its largest force on an atom is 0.0707 Eh/bohr.

***

No. 2
The following is a quantum chemistry calculation of a structure of composition C38H41Ge2IIrO4S2, from OMol25.

Positions of all 89 atoms, in Å:
Ge (0.54, -0.98, 1.46)
H (0.58, -4.32, 2.71)
C (1.86, -3.25, -1.10)
H (-5.03, 1.63, -2.51)
H (1.57, -4.08, -1.75)
C (3.47, 1.56, -1.72)
H (-0.10, -0.37, -5.10)
C (-4.98, 0.56, -4.36)
C (-0.97, -0.21, 5.32)
H (-0.41, 1.51, -2.74)
C (4.63, -0.09, 1.48)
C (-3.54, 2.28, 4.80)
C (1.27, 2.15, -3.94)
C (-2.19, 1.16, 1.53)
H (1.54, -5.28, 1.58)
S (2.10, 2.57, -1.24)
H (-0.83, 1.80, -4.40)
C (-0.05, 1.38, -3.76)
H (6.74, 1.91, -2.43)
O (1.11, 1.56, -0.65)
C (4.69, 2.19, -1.89)
H (2.24, -3.84, 2.33)
C (2.23, -0.06, 1.69)
C (-3.08, -0.86, -4.72)
C (-4.29, -0.34, -5.16)
O (-2.42, 0.33, 0.56)
C (-1.79, -1.60, 3.06)
H (1.27, 2.68, -4.89)
C (-4.80, 1.69, 4.77)
H (1.38, 1.80, 2.39)
C (-5.22, 0.96, 3.66)
H (-1.06, -4.77, -0.59)
H (5.64, 1.72, 2.03)
C (3.52, 1.90, 2.26)
C (-0.18, -0.21, 4.18)
H (-6.21, 0.51, 3.65)
O (-1.04, 1.72, 1.43)
H (-5.93, 0.95, -4.70)
H (-2.13, -2.13, 2.18)
C (5.64, 0.07, -2.50)
H (5.55, -0.62, 1.24)
H (-2.88, 0.73, -1.72)
C (-3.25, 0.45, -2.69)
H (-1.75, -3.98, 0.83)
H (4.80, 3.25, -1.70)
C (4.41, -0.55, -2.30)
C (-4.47, 0.95, -3.13)
H (-0.65, 0.31, 6.21)
H (1.84, -2.34, -1.68)
C (-2.58, -1.60, 4.19)
C (-3.11, 1.39, 2.61)
H (0.63, 3.76, -2.61)
C (1.33, -4.27, 1.92)
H (-3.23, 2.84, 5.66)
Ge (0.64, -3.21, 0.43)
H (4.32, -1.62, -2.44)
I (-6.06, 1.89, 6.40)
C (-2.57, -0.43, -3.50)
C (-2.18, -0.91, 5.33)
H (-4.69, -0.66, -6.11)
C (1.51, 3.16, -2.84)
C (4.69, 1.22, 1.93)
H (-2.79, -0.91, 6.21)
H (-1.67, -3.11, -0.70)
H (6.50, -0.52, -2.81)
C (3.41, -0.72, 1.36)
C (3.32, 0.19, -1.90)
H (2.12, 1.46, -3.98)
C (-4.38, 0.80, 2.58)
H (-2.55, -1.58, -5.33)
O (-0.59, -0.84, -1.62)
H (-3.52, -2.15, 4.20)
H (-4.68, 0.22, 1.72)
C (-2.69, 2.13, 3.72)
H (2.31, 3.87, -3.11)
H (-1.71, 2.57, 3.73)
H (2.36, -0.28, -1.70)
H (3.38, -1.75, 0.99)
C (-1.15, -3.82, -0.06)
C (2.29, 1.26, 2.14)
H (3.56, 2.92, 2.61)
C (5.78, 1.44, -2.29)
H (0.77, 0.32, 4.20)
C (-0.58, -0.89, 3.04)
C (0.10, -0.11, -4.06)
H (1.10, -0.49, -3.81)
S (-1.00, -1.15, -3.09)
H (2.88, -3.42, -0.76)
Ir (-0.62, 0.63, -0.24)

Its spin multiplicity is 2. The value obtained for the frontier orbital gap (alpha / beta) is 7.0 / 5.8 eV. Its energy above the lowest of the compared OMol25 structures with the same formula, charge and spin is 0.0 kcal/mol. As for the HOMO energy (alpha / beta): -12.98 / -12.97 eV. Its charge is +2. Its largest force on an atom is 0.0053 Eh/bohr.